ORCA calculation (ωB97M-V with the def2-TZVPD basis set) on 7 unconnected molecules or ions with the total composition C84H189NO4P5.

CARTESIAN COORDINATES (ANGSTROEM)
O (-0.638, 0.658, -1.515)
C (5.283, 8.866, -2.233)
H (5.587, -2.207, 1.001)
C (-2.390, 6.208, -3.259)
H (-6.229, -7.799, -4.389)
H (-3.642, -7.671, -2.771)
H (-4.970, -2.028, 2.953)
H (3.433, -3.857, 1.036)
H (-5.941, -5.632, 2.778)
H (1.614, 7.573, -0.422)
H (5.731, 2.841, 0.150)
C (-6.325, 2.067, 1.952)
H (-3.472, 6.227, -3.124)
H (1.444, -8.943, -0.731)
H (12.107, -2.353, -3.893)
H (5.466, -2.271, -3.783)
H (-10.758, 0.691, 4.537)
C (0.980, -2.926, 13.596)
H (-1.948, -4.119, -5.485)
H (0.068, -8.027, -6.327)
H (-9.045, 1.195, 2.912)
P (-6.736, -0.792, 1.877)
P (-2.163, -6.399, -5.292)
C (-1.970, -4.901, -6.245)
C (-0.756, -9.124, -8.066)
H (-0.373, -3.200, 11.924)
H (-1.590, 0.743, -1.421)
H (1.549, -7.913, -3.122)
H (-3.416, -5.333, -7.784)
H (5.496, 1.254, 0.730)
H (1.760, -0.317, 4.634)
C (-5.355, -4.729, 2.949)
H (-4.699, -2.145, -8.172)
H (4.152, -3.745, -5.777)
H (2.537, 3.095, 11.942)
H (-0.949, -10.023, -7.481)
C (0.531, 7.934, 1.594)
H (-1.395, 11.420, -5.892)
H (4.303, 0.309, -10.389)
H (1.740, -1.084, 7.405)
H (-5.849, -9.791, -2.989)
C (-0.767, -0.620, -1.836)
H (-6.413, 4.490, 3.156)
H (3.805, -5.810, 2.123)
C (0.796, 2.960, 9.623)
H (1.664, 9.788, 1.633)
H (1.502, 9.166, 3.252)
H (-9.734, -0.433, 2.704)
H (1.372, -2.232, 14.339)
H (0.956, -9.972, -2.081)
H (0.660, -10.106, -9.411)
H (3.039, 2.391, 14.412)
H (-10.079, -2.284, -3.070)
H (-3.718, -5.959, 2.882)
C (-2.126, 5.279, -4.437)
C (-7.708, -0.474, 3.438)
H (0.187, -0.407, 12.882)
H (-8.095, -2.217, 0.878)
H (-1.172, -0.796, 11.844)
H (1.774, -3.155, 12.885)
H (-5.438, -4.435, 3.995)
H (5.092, 8.380, -3.190)
C (0.263, 1.729, 10.281)
C (5.432, -0.026, -1.764)
H (1.228, 10.465, -5.067)
C (1.250, 0.527, 5.099)
C (0.664, -7.859, -2.488)
H (2.644, 8.009, -2.353)
H (-6.149, -6.746, -3.098)
C (-5.599, -2.245, 2.090)
C (-9.068, 0.181, 3.310)
C (0.740, -9.040, -1.558)
C (-2.130, -7.804, -6.522)
C (2.337, 9.028, -2.590)
H (-3.927, -8.565, -4.287)
H (-4.615, 3.261, 1.189)
H (0.210, 0.214, 5.185)
H (5.025, -0.243, -2.751)
H (2.047, 0.973, 12.793)
H (3.419, 0.231, 11.935)
C (-1.459, 3.123, 8.336)
H (-4.516, -3.856, -5.720)
H (-7.009, -0.154, -1.087)
H (3.248, 2.156, -8.058)
C (6.488, -3.997, -4.047)
H (-2.059, 8.086, -4.323)
C (-0.194, -1.145, 12.176)
C (4.549, 10.195, -2.045)
H (5.456, -5.469, 2.662)
C (1.628, 1.247, -7.168)
H (2.616, 8.961, -3.642)
H (-1.100, -6.072, -3.360)
H (-2.123, 2.586, 9.014)
C (-1.865, 7.675, -3.332)
H (-5.924, -2.531, -7.008)
H (-6.504, -4.028, 1.118)
C (-5.680, 0.733, 1.515)
H (10.832, -1.343, -4.627)
C (5.499, -3.338, -0.851)
H (1.337, 12.250, -6.969)
C (2.644, 0.996, 11.881)
C (6.797, -0.681, -1.410)
H (6.354, 9.071, -2.230)
H (3.766, 2.377, 10.794)
C (5.576, 1.511, -1.550)
H (0.586, 0.219, 7.817)
H (-0.447, 12.676, -4.998)
C (-5.767, -7.720, -3.405)
H (-6.856, -1.821, -1.215)
O (0.174, -1.339, -2.126)
C (2.557, 1.047, -9.592)
H (-8.495, -0.242, -2.636)
C (4.746, -5.333, 1.846)
H (4.670, -0.311, -1.038)
O (-1.922, -1.120, -1.939)
H (10.575, -2.516, -1.558)
H (-1.092, 10.681, -3.161)
H (-5.476, 0.898, 0.457)
H (0.656, 0.906, -7.524)
H (-5.452, -3.764, -8.151)
C (9.720, -2.543, -2.234)
C (6.353, -4.130, -5.608)
C (2.451, 0.246, 8.961)
H (-0.456, -7.073, -7.689)
H (-3.456, -2.503, -6.341)
H (-0.214, -9.151, -1.043)
H (7.248, -4.668, -3.646)
C (-6.203, -8.858, -2.551)
C (-9.072, -2.328, -2.656)
H (-8.786, -0.532, 0.787)
C (-5.314, 3.261, 2.025)
C (3.850, 1.300, -10.361)
C (-0.338, 3.913, 9.111)
C (-6.026, 4.569, 2.140)
O (1.740, 0.180, -9.931)
H (11.254, -2.816, -5.357)
H (4.569, 1.948, -9.860)
H (-0.973, -4.971, -6.679)
C (-6.210, -3.662, 2.102)
H (4.977, -3.775, -7.332)
C (-3.015, -4.442, -7.302)
C (2.040, 0.847, 6.376)
H (2.329, 0.418, -7.065)
H (1.611, 1.873, -6.276)
H (5.117, 10.769, -1.313)
H (-9.628, -0.658, -1.483)
H (7.061, -0.574, -0.358)
H (7.232, -3.605, -5.983)
H (0.817, -6.858, -2.084)
H (6.539, -3.700, 1.072)
C (-0.015, 10.612, -3.311)
H (8.573, -4.171, -1.530)
H (3.113, 0.769, 6.207)
H (-1.037, 9.087, -0.671)
C (-0.404, 11.798, -5.643)
H (9.219, -3.451, -4.221)
H (0.300, 11.102, -7.518)
H (7.579, -0.395, -2.114)
H (0.739, -3.821, 14.171)
H (-1.513, -9.021, -8.844)
H (4.657, 3.056, 14.969)
C (6.508, -2.539, -3.607)
C (-5.067, -2.950, -7.536)
H (4.567, 1.878, -1.738)
H (-4.676, 3.035, 2.880)
C (8.584, -3.093, -1.367)
H (5.131, 3.531, 12.505)
C (-9.787, -0.861, 5.557)
H (-2.539, -8.692, -6.041)
H (0.152, 7.323, -4.152)
H (-0.220, -8.761, -4.241)
C (10.076, -3.182, -3.605)
H (7.151, -1.817, -4.111)
H (0.216, -6.308, -4.575)
C (-0.265, -2.587, 12.819)
H (8.660, -3.047, -0.281)
H (-10.000, -1.789, 5.027)
C (-0.716, -7.938, -7.079)
C (3.068, 10.121, -1.749)
N (2.303, 1.999, -8.377)
P (0.482, 9.076, -2.502)
H (-2.008, 3.825, 7.710)
C (4.451, -3.893, 1.423)
H (-1.074, 5.011, -4.348)
H (5.582, -4.425, -3.619)
H (-6.893, 4.741, 1.502)
P (1.541, 0.412, 10.550)
H (3.498, 4.102, 14.234)
H (4.549, -3.005, -1.271)
H (-4.718, 0.516, 1.979)
C (0.662, 7.764, 0.072)
H (-0.567, 1.237, 9.774)
C (4.457, 2.731, 12.810)
H (-7.834, -1.503, 3.774)
C (-7.590, -1.064, -0.937)
H (-8.825, -0.916, 6.066)
H (0.366, -1.634, 10.076)
H (-9.216, 1.164, 5.332)
C (5.616, -3.255, 0.701)
H (4.446, -3.510, 2.444)
C (-3.921, -4.965, 2.485)
H (-7.041, 2.295, 1.162)
H (4.744, 10.760, -2.956)
H (2.897, 9.944, -0.687)
H (6.224, 2.019, -2.264)
H (-6.938, 2.064, 2.854)
H (6.446, -5.181, -5.884)
H (0.556, 11.411, -2.839)
C (-9.720, 0.414, 4.723)
C (0.822, -1.218, 10.975)
C (-3.833, -6.409, -4.461)
H (1.800, 2.826, -8.665)
H (-10.505, -0.630, 6.343)
H (1.402, 3.655, 10.204)
H (-0.287, 12.605, -7.742)
C (0.265, 12.051, -6.983)
H (5.213, 8.146, -1.418)
H (-2.002, 5.659, -2.401)
C (-0.733, -6.679, -4.187)
C (-8.710, -1.042, -1.927)
H (-0.051, 6.786, -2.557)
H (0.169, 6.869, -0.307)
H (5.063, -5.889, 0.964)
C (5.071, -3.465, -6.291)
P (6.851, -2.432, -1.750)
C (3.866, 3.076, 14.220)
H (2.712, 11.124, -1.986)
H (3.181, -0.550, 9.103)
H (7.064, 1.611, 0.026)
H (3.683, 1.710, -11.357)
H (-1.219, -2.777, 13.311)
H (-0.933, 2.313, 7.830)
H (10.540, -4.142, -3.378)
H (0.483, 6.959, 2.079)
C (1.633, 8.865, 2.212)
H (5.521, -4.383, -1.157)
H (-0.415, 8.450, 1.761)
H (1.313, 2.688, 8.702)
C (5.996, 1.806, -0.066)
H (1.169, 1.421, 4.481)
C (0.167, 10.567, -4.839)
H (0.824, -8.267, -9.312)
C (-4.008, -3.413, -6.576)
H (-2.769, -7.452, -7.333)
H (-0.801, 4.465, 9.930)
H (-8.375, -2.498, -3.476)
H (-0.332, 9.657, -5.174)
C (0.596, -9.204, -8.803)
H (9.588, -1.478, -2.425)
H (-5.300, 5.377, 2.054)
H (-3.252, -4.128, 2.685)
H (-7.073, -3.596, 2.765)
H (1.453, -9.354, -8.146)
H (-2.300, 5.700, -5.428)
C (0.047, 8.993, -0.736)
H (0.108, 4.671, 8.468)
C (1.628, -0.018, 7.603)
H (-9.000, -3.169, -1.965)
C (3.321, 2.353, 11.789)
H (-4.594, -6.199, -5.212)
C (-7.924, -1.175, 0.606)
C (-0.290, 7.630, -3.204)
H (3.107, 1.113, 9.043)
H (-2.489, -3.897, -8.086)
H (-5.893, -8.748, -1.512)
C (-4.223, -7.701, -3.693)
H (0.382, 9.904, -0.240)
H (-0.129, 2.014, 11.257)
H (2.635, 8.439, 2.192)
H (-7.290, -8.939, -2.555)
H (-2.217, 8.366, -2.566)
H (-5.061, -2.177, 1.144)
H (-2.598, 4.300, -4.359)
H (5.051, -2.375, -6.295)
C (-0.532, -8.028, -3.498)
H (1.827, 1.850, 6.746)
H (-4.056, -4.894, 1.405)
H (1.641, -1.870, 11.279)
H (-3.899, -5.516, -3.839)
C (11.130, -2.361, -4.375)
H (5.177, 1.912, 12.800)
H (-1.397, -8.528, -3.064)
H (-7.100, 0.163, 4.080)

Forces on atoms 1 to 3 (eV/Å):
-0.081 1.533 0.612
0.814 -0.006 0.204
0.397 0.236 -0.174

The strongest force on any atom comes out at 5.3 eV Å⁻¹. For the total energy, the calculation gives -146254.9353 eV. The net charge is +5. For the LUMO energy, the calculation gives -8.6250 eV. Its highest occupied orbital energy is -0.4884 hartree. For the HOMO-LUMO gap, the calculation gives 4.7 eV.